The following is a DFT calculation (ωB97M-V/def2-TZVPD) of 10 unconnected molecules or ions with the total composition C46H119N7O16 in a non-equilibrium geometry.

Last columns: bonded neighbours and bond lengths (Å).
Cartesian coordinates (Å):
1 C -0.824 2.814 -2.962  C2 1.561, H4 1.090, H5 1.090, H6 1.090
2 C -0.656 1.450 -3.702  C1 1.561, O3 1.372, H7 1.090, H8 1.090
3 O -0.156 1.726 -4.949  C2 1.372, H9 0.960
4 H -1.482 2.762 -2.095  C1 1.090
5 H -1.240 3.626 -3.558  C1 1.090
6 H 0.215 3.045 -2.727  C1 1.090
7 H -1.652 1.034 -3.851  C2 1.090
8 H -0.084 0.707 -3.146  C2 1.090
9 H -0.194 0.973 -5.544  O3 0.960
10 C -3.896 0.957 3.998  C11 1.497, H13 1.090, H14 1.090, H15 1.090
11 C -2.453 1.046 4.385  C10 1.497, O12 1.408, H16 1.090, H17 1.090
12 O -1.684 1.939 3.615  C11 1.408, H18 0.960
13 H -3.927 0.291 3.136  C10 1.090
14 H -4.391 1.872 3.671  C10 1.090
15 H -4.499 0.441 4.745  C10 1.090
16 H -1.985 0.062 4.377  C11 1.090
17 H -2.462 1.509 5.372  C11 1.090
18 H -1.321 1.581 2.802  O12 0.960
19 C -5.173 5.420 3.437  C20 1.501, H22 1.090, H23 1.090, H24 1.090
20 C -4.247 5.489 2.258  C19 1.501, O21 1.436, H25 1.090, H26 1.090
21 O -3.654 4.198 2.050  C20 1.436, H27 0.960
22 H -4.587 5.203 4.330  C19 1.090
23 H -6.056 4.784 3.371  C19 1.090
24 H -5.592 6.391 3.703  C19 1.090
25 H -3.484 6.259 2.374  C20 1.090
26 H -4.737 5.996 1.427  C20 1.090
27 H -3.231 3.808 2.818  O21 0.960
28 C 2.550 -1.324 -2.160  O29 1.416, H37 1.090, H38 1.090, H39 1.090
29 O 2.789 -2.642 -1.699  C28 1.416, C30 1.456
30 C 3.503 -3.530 -2.605  O29 1.456, C31 1.514, H40 1.090, H41 1.090
31 C 2.612 -4.060 -3.708  C30 1.514, N32 1.494, H42 1.090, H43 1.090
32 N 2.466 -5.547 -3.717  C31 1.494, C33 1.408, H44 1.010
33 C 1.618 -5.961 -4.762  N32 1.408, C34 1.548, H45 1.090, H46 1.090
34 C 1.462 -7.500 -4.826  C33 1.548, O35 1.385, H47 1.090, H48 1.090
35 O 0.647 -8.100 -3.881  C34 1.385, C36 1.421
36 C 0.291 -9.450 -4.146  O35 1.421, H49 1.090, H50 1.090, H51 1.090
37 H 1.559 -1.111 -2.560  C28 1.090
38 H 3.242 -0.997 -2.936  C28 1.090
39 H 2.776 -0.707 -1.290  C28 1.090
40 H 3.686 -4.321 -1.878  C30 1.090
41 H 4.443 -3.092 -2.943  C30 1.090
42 H 2.848 -3.668 -4.698  C31 1.090
43 H 1.588 -3.778 -3.465  C31 1.090
44 H 1.961 -5.698 -2.856  N32 1.010
45 H 2.235 -5.791 -5.645  C33 1.090
46 H 0.712 -5.362 -4.671  C33 1.090
47 H 2.458 -7.941 -4.796  C34 1.090
48 H 1.107 -7.783 -5.817  C34 1.090
49 H 1.179 -10.056 -4.324  C36 1.090
50 H -0.316 -9.439 -5.051  C36 1.090
51 H -0.466 -9.849 -3.471  C36 1.090
52 C -4.559 2.772 -2.005  O53 1.426, H61 1.090, H62 1.090, H63 1.090
53 O -4.494 1.479 -1.407  C52 1.426, C54 1.453
54 C -5.333 0.560 -2.157  O53 1.453, C55 1.615, H64 1.090, H65 1.090
55 C -5.665 -0.821 -1.388  C54 1.615, N56 1.425, H66 1.090, H67 1.090
56 N -4.622 -1.789 -1.444  C55 1.425, C57 1.399, H68 1.010
57 C -4.118 -2.158 -2.697  N56 1.399, C58 1.524, H69 1.090, H70 1.090
58 C -4.990 -2.811 -3.763  C57 1.524, O59 1.385, H71 1.090, H72 1.090
59 O -4.338 -2.958 -4.977  C58 1.385, C60 1.467
60 C -5.183 -3.653 -5.955  O59 1.467, H73 1.090, H74 1.090, H75 1.090
61 H -4.210 2.760 -3.037  C52 1.090
62 H -3.867 3.428 -1.476  C52 1.090
63 H -5.565 3.171 -1.869  C52 1.090
64 H -4.945 0.420 -3.166  C54 1.090
65 H -6.307 1.016 -2.336  C54 1.090
66 H -6.487 -1.207 -1.990  C55 1.090
67 H -6.127 -0.649 -0.415  C55 1.090
68 H -3.855 -1.339 -0.965  N56 1.010
69 H -3.272 -2.833 -2.578  C57 1.090
70 H -3.623 -1.278 -3.108  C57 1.090
71 H -5.978 -2.351 -3.764  C58 1.090
72 H -5.278 -3.793 -3.390  C58 1.090
73 H -4.578 -4.360 -6.523  C60 1.090
74 H -5.642 -3.018 -6.713  C60 1.090
75 H -5.977 -4.263 -5.525  C60 1.090
76 C 6.242 0.092 3.977  O77 1.445, H85 1.090, H86 1.090, H87 1.090
77 O 4.900 -0.157 4.451  C76 1.445, C78 1.418
78 C 4.195 1.067 4.578  O77 1.418, C79 1.484, H88 1.090, H89 1.090
79 C 4.790 1.923 5.635  C78 1.484, N80 1.423, H90 1.090, H91 1.090
80 N 4.262 3.205 5.954  C79 1.423, C81 1.477, H92 1.010
81 C 2.821 3.246 6.273  N80 1.477, C82 1.549, H93 1.090, H94 1.090
82 C 2.253 4.557 6.872  C81 1.549, O83 1.419, H95 1.090, H96 1.090
83 O 2.735 4.806 8.184  C82 1.419, C84 1.469
84 C 2.422 6.055 8.891  O83 1.469, H97 1.090, H98 1.090, H99 1.090
85 H 6.829 -0.825 4.032  C76 1.090
86 H 6.976 0.762 4.425  C76 1.090
87 H 6.242 0.200 2.892  C76 1.090
88 H 3.144 0.883 4.798  C78 1.090
89 H 4.284 1.589 3.626  C78 1.090
90 H 5.832 2.080 5.359  C79 1.090
91 H 4.652 1.308 6.525  C79 1.090
92 H 4.674 3.706 6.728  N80 1.010
93 H 2.605 2.495 7.033  C81 1.090
94 H 2.141 3.179 5.425  C81 1.090
95 H 1.182 4.529 7.070  C82 1.090
96 H 2.387 5.361 6.148  C82 1.090
97 H 2.728 5.968 9.934  C84 1.090
98 H 1.353 6.233 8.782  C84 1.090
99 H 3.110 6.772 8.443  C84 1.090
100 C 3.590 0.782 1.098  O101 1.373, H109 1.090, H110 1.090, H111 1.090
101 O 2.239 0.850 0.862  C100 1.373, C102 1.426
102 C 1.692 2.122 0.523  O101 1.426, C103 1.603, H112 1.090, H113 1.090
103 C 0.098 2.293 0.527  C102 1.603, N104 1.426, H114 1.090, H115 1.090
104 N -0.619 1.153 0.996  C103 1.426, C105 1.443, H116 1.010
105 C -1.912 1.111 0.356  N104 1.443, C106 1.493, H117 1.090, H118 1.090
106 C -2.464 -0.264 0.540  C105 1.493, O107 1.419, H119 1.090, H120 1.090
107 O -2.134 -1.282 -0.392  C106 1.419, C108 1.392
108 C -0.908 -1.879 -0.668  O107 1.392, H121 1.090, H122 1.090, H123 1.090
109 H 3.773 0.079 1.911  C100 1.090
110 H 4.038 1.741 1.360  C100 1.090
111 H 4.063 0.389 0.198  C100 1.090
112 H 1.964 2.535 -0.448  C102 1.090
113 H 1.987 2.968 1.143  C102 1.090
114 H -0.259 2.671 -0.431  C103 1.090
115 H -0.219 2.997 1.297  C103 1.090
116 H -0.130 0.290 0.806  N104 1.010
117 H -1.865 1.306 -0.715  C105 1.090
118 H -2.516 1.929 0.748  C105 1.090
119 H -3.546 -0.188 0.428  C106 1.090
120 H -2.234 -0.688 1.517  C106 1.090
121 H -0.572 -2.463 0.188  C108 1.090
122 H -0.159 -1.127 -0.918  C108 1.090
123 H -1.050 -2.599 -1.474  C108 1.090
124 C 2.828 5.253 -2.941  O125 1.374, H133 1.090, H134 1.090, H135 1.090
125 O 3.457 6.409 -2.547  C124 1.374, C126 1.422
126 C 3.650 6.496 -1.141  O125 1.422, C127 1.510, H136 1.090, H137 1.090
127 C 4.273 7.787 -0.668  C126 1.510, N128 1.436, H138 1.090, H139 1.090
128 N 3.875 8.994 -1.336  C127 1.436, C129 1.512, H140 1.010
129 C 4.707 10.181 -0.903  N128 1.512, C130 1.522, H141 1.090, H142 1.090
130 C 5.473 10.849 -2.036  C129 1.522, O131 1.424, H143 1.090, H144 1.090
131 O 6.445 9.931 -2.525  C130 1.424, C132 1.377
132 C 6.863 10.044 -3.833  O131 1.377, H145 1.090, H146 1.090, H147 1.090
133 H 3.168 4.315 -2.500  C124 1.090
134 H 2.725 5.149 -4.021  C124 1.090
135 H 1.789 5.301 -2.614  C124 1.090
136 H 4.332 5.668 -0.949  C126 1.090
137 H 2.744 6.287 -0.572  C126 1.090
138 H 5.317 7.611 -0.930  C127 1.090
139 H 4.277 7.733 0.420  C127 1.090
140 H 4.004 8.946 -2.337  N128 1.010
141 H 5.397 9.835 -0.133  C129 1.090
142 H 3.962 10.761 -0.360  C129 1.090
143 H 5.981 11.760 -1.718  C130 1.090
144 H 4.771 11.166 -2.807  C130 1.090
145 H 6.103 9.505 -4.398  C132 1.090
146 H 7.798 9.526 -4.047  C132 1.090
147 H 6.878 11.076 -4.182  C132 1.090
148 C 1.264 -1.133 4.084  O149 1.373, H157 1.090, H158 1.090, H159 1.090
149 O 0.822 -2.431 4.029  C148 1.373, C150 1.421
150 C -0.416 -2.696 3.384  O149 1.421, C151 1.521, H160 1.090, H161 1.090
151 C -0.782 -4.112 2.966  C150 1.521, N152 1.480, H162 1.090, H163 1.090
152 N -0.203 -4.549 1.675  C151 1.480, C153 1.469, H164 1.010
153 C 1.264 -4.566 1.600  N152 1.469, C154 1.581, H165 1.090, H166 1.090
154 C 1.797 -5.025 0.184  C153 1.581, O155 1.485, H167 1.090, H168 1.090
155 O 1.814 -6.506 0.087  C154 1.485, C156 1.438
156 C 0.610 -7.039 -0.490  O155 1.438, H169 1.090, H170 1.090, H171 1.090
157 H 1.651 -0.945 5.085  C148 1.090
158 H 0.381 -0.502 4.187  C148 1.090
159 H 1.998 -0.842 3.332  C148 1.090
160 H -0.349 -2.036 2.519  C150 1.090
161 H -1.216 -2.306 4.013  C150 1.090
162 H -1.844 -4.335 2.864  C151 1.090
163 H -0.452 -4.837 3.710  C151 1.090
164 H -0.631 -5.426 1.414  N152 1.010
165 H 1.838 -4.921 2.456  C153 1.090
166 H 1.504 -3.510 1.721  C153 1.090
167 H 2.857 -4.799 0.070  C154 1.090
168 H 1.325 -4.408 -0.581  C154 1.090
169 H 0.895 -8.037 -0.825  C156 1.090
170 H 0.415 -6.498 -1.416  C156 1.090
171 H -0.248 -7.028 0.182  C156 1.090
172 C -2.526 -5.851 -2.272  C173 1.547, H178 1.090, H179 1.090, H180 1.090
173 C -3.774 -5.601 -1.394  C172 1.547, C174 1.558, N177 1.474, H181 1.090
174 C -4.749 -6.799 -1.594  C173 1.558, O175 1.418, H182 1.090, H183 1.090
175 O -5.901 -6.641 -0.782  C174 1.418, C176 1.342
176 C -6.719 -7.705 -0.792  O175 1.342, H184 1.090, H185 1.090, H186 1.090
177 N -3.385 -5.602 0.028  C173 1.474, H187 1.010, H188 1.010
178 H -2.713 -5.605 -3.317  C172 1.090
179 H -2.196 -6.888 -2.207  C172 1.090
180 H -1.654 -5.272 -1.968  C172 1.090
181 H -4.350 -4.738 -1.728  C173 1.090
182 H -4.218 -7.721 -1.358  C174 1.090
183 H -4.966 -6.791 -2.662  C174 1.090
184 H -6.289 -8.544 -0.246  C176 1.090
185 H -6.916 -8.225 -1.729  C176 1.090
186 H -7.696 -7.527 -0.342  C176 1.090
187 H -4.209 -5.615 0.612  N177 1.010
188 H -2.953 -4.733 0.306  N177 1.010

Calculated values
- Frontier orbital gap (alpha / beta): 0.0502 / 0.3134 Ha
- E: -92805.5146 eV
- HOMO level (alpha / beta): 0.73 / -6.42 eV
- 2S+1: 2
- Molar mass: 1026.5 Da
- Charge: -1

Here are the Mulliken charges for atoms 1 to 99, given in e:
1. C -0.444
2. C 0.477
3. O -0.063
4. H -0.248
5. H 0.512
6. H -0.110
7. H -0.207
8. H -0.410
9. H 0.227
10. C -0.741
11. C 0.169
12. O -0.473
13. H -0.005
14. H 0.106
15. H 0.416
16. H -0.258
17. H 0.469
18. H 0.216
19. C -1.108
20. C -0.475
21. O -0.315
22. H 0.296
23. H 0.281
24. H 0.402
25. H 0.314
26. H 0.373
27. H 0.127
28. C -0.788
29. O 0.196
30. C -1.026
31. C -0.214
32. N -0.348
33. C -0.775
34. C -0.899
35. O -0.062
36. C -1.010
37. H 0.232
38. H 0.777
39. H -0.483
40. H 0.340
41. H 0.364
42. H 0.558
43. H -0.006
44. H 0.174
45. H 0.351
46. H 0.564
47. H 0.381
48. H 0.474
49. H 0.344
50. H 0.382
51. H 0.281
52. C -1.104
53. O 0.170
54. C -0.830
55. C -1.094
56. N 0.108
57. C -0.014
58. C -0.795
59. O -0.182
60. C -1.103
61. H 0.370
62. H 0.171
63. H 0.408
64. H 0.419
65. H 0.526
66. H 0.556
67. H 0.404
68. H 0.209
69. H 0.175
70. H 0.284
71. H 0.358
72. H 0.220
73. H 0.349
74. H 0.326
75. H 0.306
76. C -0.854
77. O -0.346
78. C 0.383
79. C -0.661
80. N -0.384
81. C -0.310
82. C -0.884
83. O -0.296
84. C -0.701
85. H 0.368
86. H 0.350
87. H 0.189
88. H -0.089
89. H 0.088
90. H 0.374
91. H 0.368
92. H 0.253
93. H 0.329
94. H 0.270
95. H 0.363
96. H 0.401
97. H 0.222
98. H 0.286
99. H 0.284